# 1
Density functional theory data (ωB97M-V/def2-TZVPD) for a molecular structure, C49H43N3O4RhS2Si.

ORCA input file:
```
! RIJCOSX wB97M-V def2-TZVPD def2/J DEFGRID3
* xyz 1 5
Rh 14.407 11.415 15.408
O 17.083 9.629 18.203
C 16.156 10.216 17.663
N 16.189 11.063 16.616
C 17.352 11.288 15.850
O 18.372 10.680 16.052
C 17.157 12.323 14.780
C 18.221 12.623 13.972
C 18.271 13.638 13.078
C 17.083 14.262 12.925
C 15.949 13.809 13.625
N 15.974 12.887 14.577
C 14.823 10.285 18.312
C 14.669 9.612 19.506
C 13.477 9.892 20.188
C 12.504 10.630 19.487
C 12.654 11.056 18.210
N 13.900 10.997 17.681
H 19.146 12.090 14.059
H 19.080 13.990 12.530
H 16.860 15.061 12.174
H 14.961 14.124 13.344
H 15.540 9.016 19.763
H 13.278 9.688 21.223
H 11.571 10.688 20.053
H 11.844 11.547 17.686
C 18.285 12.732 9.245
C 16.853 12.279 9.593
C 16.439 10.978 9.408
C 15.279 10.473 10.020
C 14.428 11.342 10.738
C 14.776 12.690 10.884
C 15.937 13.182 10.251
S 13.141 10.604 11.799
O 13.247 11.444 13.042
C 11.592 11.200 11.005
C 11.514 11.399 9.632
C 10.378 11.717 8.968
C 9.166 11.606 9.636
C 7.970 11.665 8.875
C 6.799 11.460 9.530
C 6.753 11.342 10.928
C 7.870 11.372 11.662
C 9.157 11.488 11.030
C 10.392 11.259 11.788
C 10.341 10.758 13.176
C 9.688 9.446 13.148
C 9.462 8.693 11.940
C 9.137 7.368 11.976
C 8.896 6.654 13.190
C 9.057 7.418 14.343
C 9.467 8.770 14.350
C 9.570 9.533 15.483
C 10.023 10.855 15.526
C 10.496 11.448 14.358
S 11.291 13.033 14.843
O 12.510 12.725 15.733
C 11.880 14.092 13.519
C 11.547 14.068 12.200
C 11.960 15.160 11.424
C 12.597 16.292 11.933
C 12.761 17.470 11.031
C 12.831 16.344 13.335
C 12.501 15.196 14.116
H 18.344 13.528 8.528
H 18.720 11.869 8.830
H 18.859 12.984 10.113
H 16.974 10.164 8.939
H 14.973 9.417 9.859
H 14.212 13.378 11.519
H 16.159 14.276 10.275
H 12.442 11.296 9.030
H 10.426 11.781 7.873
H 8.092 11.898 7.802
H 5.815 11.438 9.164
H 5.769 11.366 11.306
H 7.828 11.148 12.734
H 9.803 9.067 10.966
H 9.146 6.864 11.021
H 8.729 5.591 13.203
H 8.956 6.951 15.358
H 9.339 9.127 16.472
H 10.226 11.399 16.438
H 10.965 13.334 11.732
H 11.848 15.162 10.329
H 11.849 18.044 11.020
H 13.070 17.050 10.087
H 13.600 18.080 11.303
H 13.207 17.287 13.707
H 12.673 15.219 15.206
C 14.961 7.797 13.060
Si 14.196 8.494 14.670
C 12.337 8.489 14.891
C 15.107 7.736 16.145
H 15.291 6.793 13.437
H 15.856 8.324 12.660
H 14.398 7.723 12.154
H 11.937 9.347 14.366
H 12.160 8.523 15.970
H 12.060 7.475 14.459
H 15.914 8.354 16.565
H 15.683 6.894 15.894
H 14.592 7.449 17.099
*
```

Computed properties:
energy	-3554.25737	a.u.
molar mass	933.0	g/mol
expectation value of S²	6.008
frontier orbital gap (spin up / spin down)	6.3 / 7.3	eV
energy above the lowest of the compared OMol25 structures with the same formula, charge and spin	355.0	kJ/mol

# 2
Density functional theory data (ωB97M-V/def2-TZVPD) for a single C4H7NO molecule.

ORCA input file:
```
! RIJCOSX wB97M-V def2-TZVPD def2/J DEFGRID3
* xyz 0 1
N 2.211 -0.272 0.039
C 1.043 0.437 -0.066
O 1.016 1.581 -0.487
C -0.199 -0.272 0.412
C -1.328 -0.478 -0.587
C -1.432 0.585 0.452
H 2.224 -1.277 0.101
H 3.023 0.182 -0.355
H -0.058 -1.012 1.194
H -1.142 -0.172 -1.613
H -1.963 -1.356 -0.489
H -2.127 0.445 1.272
H -1.268 1.608 0.127
*
```

Computed properties:
energy	-286.60430	a.u.
molar mass	85.1	g/mol
SMILES string	NC(=O)C1CC1
frontier orbital gap	10.9	eV
energy above the lowest of the compared OMol25 structures with the same formula, charge and spin	71.8	kJ/mol

# 3
Density functional theory data (ωB97M-V/def2-TZVPD) for 2 unconnected molecules or ions with the total composition C3H14N6O3S.

ORCA input file:
```
! RIJCOSX wB97M-V def2-TZVPD def2/J DEFGRID3
* xyz 0 1
C -1.480 0.460 -0.608
C 0.068 0.442 -0.457
C 0.375 -0.724 0.467
N -2.045 0.438 0.739
N -1.897 -0.676 -1.392
N 0.776 0.187 -1.717
N 0.493 1.691 0.136
N 0.289 -1.895 -0.023
N 0.712 -0.402 1.735
O 4.222 -1.193 0.423
O 3.535 0.211 -1.560
O 3.572 1.155 0.728
S 4.379 0.367 -0.168
H -1.770 1.374 -1.168
H -1.548 1.096 1.329
H -3.026 0.693 0.728
H -1.416 -1.502 -1.030
H -2.894 -0.829 -1.268
H 0.397 0.777 -2.451
H 0.609 -0.782 -1.973
H 0.254 2.463 -0.477
H 1.504 1.694 0.257
H 2.534 0.232 -1.525
H 0.506 -2.632 0.643
H 1.098 -1.110 2.338
H 0.913 0.560 1.951
H 4.526 -1.848 -0.206
*
```

Computed properties:
energy	-1075.17814	a.u.
molar mass	214.3	g/mol
frontier orbital gap	9.9	eV
energy above the lowest of the compared OMol25 structures with the same formula, charge and spin	0.0	kJ/mol

# 4
Density functional theory data (ωB97M-V/def2-TZVPD) for a single C24H30I2N2O2S molecule.

ORCA input file:
```
! RIJCOSX wB97M-V def2-TZVPD def2/J DEFGRID3
* xyz 0 1
C 4.326 -1.366 0.550
C 4.274 0.019 -0.154
C 3.847 -0.079 -1.644
C 3.437 1.303 -2.204
C 2.360 1.206 -3.330
C 0.994 1.091 -2.644
C 0.250 -0.072 -2.687
C -0.970 -0.199 -2.037
C -1.846 -1.440 -2.044
C -1.166 -2.702 -2.637
C -0.144 -3.233 -1.601
C 1.085 -4.015 -2.191
O 1.185 -4.006 -3.612
C -1.424 0.913 -1.319
C -0.686 2.092 -1.307
C 0.524 2.206 -1.964
S -1.401 3.431 -0.350
C -1.999 2.490 1.054
C -1.900 2.962 2.334
C -2.344 2.185 3.408
C -2.188 2.779 4.816
N -0.763 3.000 5.132
C -2.864 0.931 3.108
C -3.324 0.012 4.265
C -2.810 -1.419 3.914
O -1.627 -1.612 3.944
I -4.250 -2.931 3.369
C -2.982 0.478 1.796
C -2.551 1.241 0.740
N -2.659 0.785 -0.606
I -4.238 1.716 -1.591
H 5.258 -1.439 1.132
H 3.518 -1.501 1.281
H 4.335 -2.218 -0.143
H 5.280 0.456 -0.074
H 3.579 0.659 0.409
H 4.761 -0.391 -2.174
H 3.060 -0.841 -1.727
H 4.305 1.848 -2.607
H 3.072 1.906 -1.360
H 2.491 0.303 -3.938
H 2.411 2.144 -3.894
H 0.644 -0.917 -3.253
H -2.700 -1.209 -2.710
H -2.287 -1.605 -1.055
H -1.946 -3.453 -2.803
H -0.728 -2.404 -3.596
H -0.695 -3.937 -0.958
H 0.247 -2.448 -0.938
H 2.000 -3.529 -1.806
H 1.027 -5.051 -1.843
H 1.241 -3.082 -3.881
H 1.051 3.157 -1.907
H -1.468 3.955 2.472
H -2.706 2.198 5.583
H -2.653 3.775 4.769
H -0.471 3.783 4.552
H -0.196 2.223 4.801
H -4.408 0.044 4.416
H -2.747 0.312 5.143
H -3.422 -0.503 1.604
*
```

Computed properties:
energy	-2186.05295	a.u.
molar mass	664.4	g/mol
SMILES string	CCCCCc1cc(CCCCO)c2c(c1)Sc1cc(CN)c(CC(=O)I)cc1N2I
frontier orbital gap	7.8	eV

# 5
Density functional theory data (ωB97M-V/def2-TZVPD) for a single C2H4Si molecule.

ORCA input file:
```
! RIJCOSX wB97M-V def2-TZVPD def2/J DEFGRID3
* xyz 0 1
C 2.018 0.248 0.073
C 0.640 0.326 0.018
Si -1.095 -0.095 0.006
H 3.023 0.453 0.207
H -1.893 0.239 -1.189
H -1.705 0.370 1.316
H -0.987 -1.541 -0.432
*
```

Computed properties:
energy	-367.95226	a.u.
molar mass	56.1	g/mol
SMILES string	C#C[SiH3]
frontier orbital gap	10.5	eV
energy above the lowest of the compared OMol25 structures with the same formula, charge and spin	132.6	kJ/mol

# 6
Density functional theory data (ωB97M-V/def2-TZVPD) for a single C4H6N2O molecule.

ORCA input file:
```
! RIJCOSX wB97M-V def2-TZVPD def2/J DEFGRID3
* xyz 0 1
O 1.472 2.196 0.246
C 0.851 1.177 0.088
N 1.242 -0.100 0.410
C 0.475 -1.114 -0.290
C -0.775 -0.318 -0.679
C -1.395 0.411 0.444
N -0.478 1.105 -0.459
H 2.154 -0.238 0.813
H 0.232 -1.968 0.351
H 1.015 -1.470 -1.179
H -1.348 -0.606 -1.562
H -2.390 0.836 0.407
H -1.052 0.081 1.427
*
```

Computed properties:
energy	-340.74834	a.u.
molar mass	98.1	g/mol
SMILES string	O=C1NC[C@H]2CN12
frontier orbital gap	10.7	eV
energy above the lowest of the compared OMol25 structures with the same formula, charge and spin	122.3	kJ/mol

# 7
Density functional theory data (ωB97M-V/def2-TZVPD) for a molecular structure, C6H7AgLiO6.

ORCA input file:
```
! RIJCOSX wB97M-V def2-TZVPD def2/J DEFGRID3
* xyz 0 2
Ag 3.225 1.099 0.200
O 0.958 1.544 1.104
O -0.552 2.233 -0.430
C -1.642 1.750 0.357
C -2.145 0.412 -0.173
O 1.601 2.385 -0.853
C 0.728 2.042 -0.034
H -1.343 1.673 1.409
H -2.433 2.504 0.262
H -2.349 0.482 -1.249
H -3.089 0.182 0.344
Li 0.894 -0.261 1.684
O -0.834 -0.947 1.290
O -0.733 -1.372 -0.897
C 0.830 -2.563 -0.576
C 1.973 -1.689 -0.505
O 2.280 -0.989 0.525
C -1.183 -0.731 0.110
H 0.530 -3.048 0.356
H 0.737 -3.154 -1.489
H 2.546 -1.554 -1.437
*
```

Computed properties:
energy	-838.81971	a.u.
molar mass	289.9	g/mol
expectation value of S²	0.756
frontier orbital gap (spin up / spin down)	6.8 / 8.8	eV
energy above the lowest of the compared OMol25 structures with the same formula, charge and spin	17.6	kJ/mol

# 8
Density functional theory data (ωB97M-V/def2-TZVPD) for 2 unconnected molecules or ions with the total composition C14H17ClN2O3.

ORCA input file:
```
! RIJCOSX wB97M-V def2-TZVPD def2/J DEFGRID3
* xyz 0 1
N 0.165 1.645 2.730
C -1.223 1.100 2.733
C -2.082 1.561 1.416
C -1.058 2.012 0.280
C -0.576 1.024 -0.838
Cl -1.200 -0.687 -0.894
C 0.451 1.506 -1.932
C 1.043 2.959 -1.944
C 0.541 3.907 -0.831
C -0.496 3.466 0.245
C -0.789 4.726 1.178
O -1.286 4.758 2.317
N -0.344 5.851 0.292
C 0.878 5.425 -0.474
O 1.906 6.103 -0.714
H 0.822 1.069 2.192
H 0.509 1.872 3.668
H -1.729 1.425 3.701
H -1.136 -0.053 2.667
H -2.884 2.334 1.659
H -2.648 0.611 1.079
H 0.780 0.749 -2.720
H 1.796 3.335 -2.707
H -1.048 5.787 -0.478
C 0.710 -5.810 -0.617
C 0.586 -5.143 -1.969
C 0.276 -3.710 -1.586
O 0.918 -3.469 -0.327
C 1.362 -4.721 0.212
H 1.289 -6.735 -0.635
H -0.285 -6.036 -0.221
H 1.545 -5.190 -2.495
H -0.177 -5.588 -2.610
H -0.800 -3.559 -1.447
H 0.636 -2.991 -2.325
H 2.453 -4.756 0.126
H 1.094 -4.781 1.270
*
```

Computed properties:
energy	-1338.88632	a.u.
molar mass	296.8	g/mol
SMILES string	NCCc1c(Cl)ccc2c1C(=O)NC2=O.C1CCOC1
frontier orbital gap	8.2	eV
energy above the lowest of the compared OMol25 structures with the same formula, charge and spin	711.2	kJ/mol

| no. | maximum force (eV Å⁻¹) |
| --- | --- |
| 1 | 3.73 |
| 2 | 0.43 |
| 3 | 2.26 |
| 4 | 2.15 |
| 5 | 12.93 |
| 6 | 0.56 |
| 7 | 1.46 |
| 8 | 5.49 |